Record 1
# C45H60N4P2S2Tb

A structure of composition C45H60N4P2S2Tb (the ωB97M-V functional and the def2-TZVPD basis, OMol25).

- net charge = +1
- 2S+1 = 7
- LUMO energy (alpha / beta) (eV) = -2.211 / -2.189
- E (Eh) = -4273.1868
- energy above the lowest of the compared OMol25 structures with the same formula, charge and spin (eV) = 0.0000
- highest occupied orbital energy (alpha / beta) (hartree) = -0.3580 / -0.3585

Each line ends with the Löwdin spin population.
Cartesian coordinates (Å):
Tb: -0.3706 -0.6587 1.3770  6.13
S: 1.1017 -0.6425 3.9794  -0.02
C: 0.0777 0.6680 4.0758  0.00
N: -0.9226 0.8653 3.1978  -0.02
C: -1.8045 1.8359 3.6426  0.00
C: -3.0319 2.1587 3.0574  0.00
C: -3.8352 3.1089 3.6378  0.00
C: -3.4305 3.7914 4.8236  0.00
C: -2.1537 3.5349 5.3931  0.00
C: -1.3506 2.5601 4.8020  0.00
S: 0.0792 1.8340 5.4668  0.00
H: -3.4262 1.5751 2.2439  0.00
H: -4.7756 3.4376 3.1795  0.00
H: -4.0206 4.6091 5.2498  0.00
H: -1.7919 4.0973 6.2887  0.00
N: -1.3589 -2.2473 2.8660  -0.02
C: -1.0101 -3.6487 2.5107  0.00
C: -1.3142 -3.9521 1.0525  0.00
N: -0.6979 -2.9203 0.1673  -0.02
H: -0.9244 -1.9065 3.7269  0.00
H: -2.3718 -2.0477 2.8984  0.00
H: -1.5772 -4.4047 3.1360  0.00
H: 0.0386 -3.7405 2.8309  0.00
H: -2.4047 -3.9478 0.7753  0.00
H: -0.9701 -4.9486 0.8228  0.00
H: -1.2335 -2.8921 -0.6901  0.00
H: 0.2640 -3.1902 -0.0205  0.00
C: -1.6993 5.2952 -1.4515  0.00
C: -2.6867 4.7861 -0.3458  0.00
C: -2.9777 3.2680 -0.5437  0.00
C: -1.8800 2.5180 -1.3195  0.00
C: -0.5081 3.1261 -0.8978  0.00
C: -0.3679 4.5908 -1.3453  0.00
P: -1.7148 0.6271 -1.0475  -0.02
C: -3.3236 -0.3112 -1.1753  0.00
C: -4.3289 0.1942 -2.3109  0.00
C: -5.7774 -0.2568 -2.0910  0.00
C: -5.8377 -1.4325 -1.1420  0.00
C: -5.2175 -1.1260 0.2332  0.00
C: -4.0256 -0.1989 0.1631  0.00
C: -1.0540 0.1841 -2.7238  0.00
C: 0.4818 0.2049 -2.7872  0.00
C: 1.0118 -0.2768 -4.1857  0.00
C: 0.4205 0.5874 -5.3781  0.00
C: -0.6734 1.5258 -4.9405  0.00
C: -1.7154 0.8446 -4.0125  0.00
H: -1.5209 6.3501 -1.2956  0.00
H: -2.1312 5.1879 -2.4940  0.00
H: -3.6349 5.3333 -0.3365  0.00
H: -2.1893 4.9090 0.6382  0.00
H: -3.9986 3.0586 -0.9769  0.00
H: -3.0752 2.7019 0.4190  0.00
H: -1.9358 2.6690 -2.3879  0.00
H: 0.3358 2.5531 -1.1983  0.00
H: -0.4211 3.1277 0.2067  0.00
H: 0.2299 4.6219 -2.2540  0.00
H: 0.2896 5.0844 -0.6230  0.00
H: -3.0598 -1.3229 -1.3778  0.00
H: -3.9271 -0.1465 -3.2978  0.00
H: -4.2324 1.2390 -2.2580  0.00
H: -6.1474 -0.4670 -3.0775  0.00
H: -6.3835 0.5861 -1.6948  0.00
H: -5.3104 -2.3298 -1.5934  0.00
H: -6.8911 -1.7493 -1.0136  0.00
H: -4.8901 -2.0343 0.7824  0.00
H: -6.0014 -0.5955 0.7782  0.00
H: -3.3637 -0.4038 0.9942  0.00
H: -4.3920 0.8441 0.3535  0.00
H: -1.2853 -0.8775 -2.7843  0.00
H: 0.9537 -0.4075 -2.0128  0.00
H: 0.8264 1.2247 -2.6523  0.00
H: 0.6455 -1.3458 -4.2905  0.00
H: 2.1081 -0.3833 -4.2101  0.00
H: -0.0161 -0.0879 -6.1692  0.00
H: 1.2429 1.1140 -5.9077  0.00
H: -1.2421 1.9411 -5.8320  0.00
H: -0.1390 2.4058 -4.4643  0.00
H: -2.1630 0.0591 -4.6304  0.00
H: -2.4623 1.5968 -3.7477  0.00
N: 1.7451 -0.9523 0.8751  -0.03
P: 3.2541 -1.3338 0.8327  0.00
C: 4.0624 -1.2820 -0.8102  0.00
C: 3.4255 -1.9444 -1.8589  0.00
C: 4.0127 -2.0300 -3.0910  0.00
C: 5.2003 -1.3480 -3.3936  0.00
C: 5.8146 -0.6048 -2.3843  0.00
C: 5.3056 -0.6582 -1.0574  0.00
C: 4.3826 -0.3605 1.8998  0.00
C: 4.7327 0.9063 1.4669  0.00
C: 5.6651 1.6326 2.1574  0.00
C: 6.1907 1.2631 3.3771  0.00
C: 5.7322 0.0985 3.9005  0.00
C: 4.8620 -0.7340 3.1738  0.00
C: 3.5409 -3.1155 1.2301  0.00
C: 3.1091 -3.5569 2.4202  0.00
C: 3.3059 -4.9228 2.7607  0.00
C: 4.0501 -5.8044 1.9890  0.00
C: 4.5984 -5.2766 0.8230  0.00
C: 4.3988 -3.9512 0.4423  0.00
H: 2.5069 -2.4936 -1.6526  0.00
H: 3.5222 -2.5460 -3.9294  0.00
H: 5.6338 -1.4767 -4.4080  0.00
H: 6.7270 0.0351 -2.6562  0.00
H: 5.9445 -0.2866 -0.2650  0.00
H: 4.3643 1.3521 0.5194  0.00
H: 6.0160 2.5749 1.6881  0.00
H: 6.8486 1.9073 3.9787  0.00
H: 6.0775 -0.3196 4.8661  0.00
H: 4.5992 -1.7243 3.5747  0.00
H: 2.4549 -2.9369 3.0577  0.00
H: 2.8071 -5.2644 3.6699  0.00
H: 4.2388 -6.8410 2.2740  0.00
H: 5.2261 -5.9286 0.1991  0.00
H: 4.9153 -3.6117 -0.4510  0.00

Record 2
# C45H62BrGeN4O2P2SSn

A structure of composition C45H62BrGeN4O2P2SSn (the ωB97M-V functional and the def2-TZVPD basis, OMol25).

- net charge = +1
- 2S+1 = 1
- LUMO energy (eV) = -3.189
- E (Eh) = -8067.3881
- energy above the lowest of the compared OMol25 structures with the same formula, charge and spin (eV) = 1.0217
- highest occupied orbital energy (hartree) = -0.3662

Each line ends with the Löwdin charge.
Cartesian coordinates (Å):
Sn: 0.7464 -0.5396 -0.9420  1.01
C: 0.8548 -4.5471 0.4066  -0.12
C: 1.8613 -3.7832 1.2581  -0.52
C: 1.9028 -4.3811 2.6636  -0.10
P: 1.6015 -1.9526 1.2129  1.00
C: 3.2969 -1.2701 1.5155  -0.53
C: 3.2403 0.2068 1.8762  -0.10
C: 4.2363 -2.0342 2.4479  -0.10
C: 0.4968 -1.5140 2.5908  -0.28
C: 0.9497 -1.5490 3.9093  -0.05
C: 0.1068 -1.3545 4.9945  -0.25
C: 0.6207 -1.3913 6.4042  -0.03
C: -1.2473 -1.1707 4.7308  -0.04
C: -1.7199 -1.0873 3.4360  -0.01
C: -0.8510 -1.1991 2.3489  -0.26
N: -1.3256 -1.1459 1.0256  0.08
C: -2.1826 -0.3011 0.5944  -0.36
C: -2.6951 0.9578 1.2567  -0.39
C: -4.1776 1.0327 1.1894  -0.05
C: -4.8181 0.5259 0.1284  -0.27
C: -6.2895 0.6667 -0.0956  -0.03
C: -4.0259 -0.1176 -0.9285  -0.02
C: -2.7554 -0.5183 -0.7464  -0.31
P: -1.7168 -1.3976 -1.9579  1.01
C: -2.5183 -3.0580 -2.1241  -0.51
C: -3.9757 -3.0987 -2.5829  -0.10
C: -2.4179 -3.7586 -0.7683  -0.12
C: -1.7951 -0.4607 -3.5583  -0.54
C: -1.7544 1.0466 -3.3090  -0.13
C: -2.8879 -0.8013 -4.5665  -0.10
H: 1.2027 -5.5711 0.2621  0.09
H: 0.7068 -4.0975 -0.5750  0.05
H: -0.1095 -4.6004 0.9151  0.08
H: 2.8485 -3.8832 0.7897  0.11
H: 0.9345 -4.2691 3.1533  0.08
H: 2.6610 -3.9345 3.3051  0.06
H: 2.1140 -5.4493 2.5895  0.09
H: 3.7217 -1.3389 0.5047  0.10
H: 2.8585 0.3589 2.8885  0.09
H: 2.5962 0.7520 1.1945  0.02
H: 4.2439 0.6324 1.8226  0.10
H: 3.9254 -1.9624 3.4906  0.07
H: 5.2278 -1.5827 2.3806  0.09
H: 4.3410 -3.0867 2.1896  0.07
H: 1.9960 -1.7490 4.1023  0.10
H: 1.7000 -1.2471 6.4338  0.08
H: 0.3978 -2.3488 6.8785  0.09
H: 0.1562 -0.6083 7.0048  0.08
H: -1.9425 -1.0868 5.5570  0.12
H: -2.7824 -0.9724 3.2572  0.12
H: -2.3091 1.0797 2.2652  0.08
H: -4.7042 1.5800 1.9613  0.13
H: -6.8109 0.8978 0.8316  0.09
H: -6.7159 -0.2452 -0.5153  0.09
H: -6.4727 1.4766 -0.8053  0.09
H: -4.5220 -0.2817 -1.8784  0.12
H: -1.8953 -3.5804 -2.8595  0.11
H: -4.6137 -2.5431 -1.8940  0.07
H: -4.3123 -4.1371 -2.5533  0.09
H: -4.1390 -2.7290 -3.5904  0.05
H: -3.2161 -3.4065 -0.1112  0.09
H: -1.4757 -3.5618 -0.2667  0.02
H: -2.5374 -4.8356 -0.8919  0.09
H: -0.8376 -0.7472 -4.0127  0.05
H: -2.7151 1.4133 -2.9544  0.05
H: -1.5304 1.5570 -4.2475  0.09
H: -1.0004 1.3409 -2.5753  0.03
H: -3.8847 -0.5710 -4.1880  0.08
H: -2.8621 -1.8468 -4.8711  0.07
H: -2.7343 -0.1954 -5.4612  0.09
C: 2.7703 2.9264 -1.2685  -0.06
O: 2.0312 2.5232 -0.1269  -0.16
C: 2.1653 3.2686 1.0022  -0.21
C: 3.0547 4.3180 1.1287  -0.05
C: 3.1247 5.0270 2.3253  -0.68
Br: 4.3420 6.4634 2.4678  0.77
C: 2.3200 4.7050 3.3886  -0.08
C: 1.4166 3.6412 3.2753  -0.06
C: 1.3336 2.9134 2.0888  -0.21
O: 0.4918 1.8732 1.9446  -0.04
C: 0.5287 3.2834 4.3821  -0.23
N: -0.4444 2.4006 4.2898  0.16
C: -1.0656 2.3942 5.5291  -0.20
C: -2.1852 1.6949 5.9751  -0.03
C: -2.5916 1.8935 7.2787  -0.08
C: -1.9087 2.7750 8.1310  -0.08
C: -0.8115 3.4930 7.6990  -0.01
C: -0.4123 3.2883 6.3836  -0.18
N: 0.6018 3.8399 5.6239  0.18
H: 2.5396 3.9583 -1.5435  0.11
H: 2.4593 2.2633 -2.0739  0.07
H: 3.8456 2.8206 -1.1025  0.10
H: 3.6981 4.6027 0.3100  0.10
H: 2.3823 5.2920 4.2932  0.10
H: -0.0211 1.8076 2.7936  0.05
H: -2.7219 1.0330 5.3096  0.10
H: -3.4611 1.3702 7.6535  0.11
H: -2.2593 2.9042 9.1459  0.11
H: -0.2979 4.1845 8.3532  0.11
H: 1.2644 4.5288 5.9276  0.16
C: 3.8601 -2.2036 -4.7835  -0.22
Ge: 2.1073 -1.6227 -4.1396  0.72
C: 0.7283 -2.7883 -4.9192  -0.21
C: 1.8226 0.2336 -4.7110  -0.21
C: 2.0643 -1.7917 -2.1911  -0.56
H: 3.9236 -2.1413 -5.8698  0.02
H: 4.0495 -3.2365 -4.4897  0.02
H: 4.6477 -1.5793 -4.3597  0.02
H: 1.0917 -3.2082 -5.8574  0.02
H: -0.2012 -2.2588 -5.1384  0.00
H: 0.5007 -3.6191 -4.2493  0.02
H: 1.6883 0.2723 -5.7927  0.03
H: 2.6901 0.8483 -4.4644  0.02
H: 0.9455 0.6866 -4.2468  -0.01
H: 3.0720 -1.5545 -1.8238  -0.03
H: 1.9115 -2.8543 -1.9798  -0.04
S: -1.8568 2.4337 0.3581  1.01
C: -3.0617 2.9246 -0.7204  -0.63
N: -3.8487 3.2695 -1.4899  0.13